Record 1
This record from OMol25 describes a structure of composition C37H69N3NbO3Si in a non-equilibrium geometry. The level of theory is ωB97M-V/def2-TZVPD.

The geometry in XYZ format:
```
114
Properties=species:S:1:pos:R:3:forces:R:3:mulliken_charge:R:1
C 5.359259 -2.312944 2.307301 -0.599 -0.552 0.440 -0.193
C 5.191709 -1.115230 2.171938 -1.209 1.203 0.856 -0.133
C 4.772470 0.367812 2.158035 1.711 -0.825 0.559 -0.645
Nb 4.378318 1.219281 0.044347 -1.189 -2.632 0.643 -1.318
C 2.118684 1.234825 0.319057 -1.132 1.105 -0.326 0.621
C 1.484704 2.698465 0.167206 0.062 0.290 0.036 -0.568
C 0.418417 3.066466 1.277474 0.082 -1.279 -0.664 -0.902
C -0.758667 1.974952 1.230144 -0.467 1.582 0.119 0.782
C -2.210482 2.645277 1.260856 -0.116 -1.145 0.357 -1.075
C -3.262736 1.500406 1.622752 0.454 -0.026 -0.345 -0.310
C -3.287040 0.370881 0.498451 -0.729 0.870 -0.215 0.215
C -4.410118 -0.725578 0.723110 0.313 0.017 -0.006 -0.364
Si -3.917982 -2.092355 1.997007 -0.265 -0.809 -0.486 0.170
C -4.107062 -1.531823 3.811529 0.176 0.631 0.812 -0.993
C -5.092577 -3.585055 1.629804 0.083 0.183 0.162 -1.031
C -2.147830 -2.778039 1.698223 3.166 -1.020 -0.503 0.544
C -0.928390 -1.933810 1.903123 0.158 -2.280 -0.853 -0.107
C 0.425123 -2.458394 1.629015 -1.195 -0.973 -0.302 -0.384
C 0.671311 -3.831391 1.144238 -3.427 0.593 0.523 -0.419
C -0.524229 -4.709587 0.963256 -0.036 2.574 0.819 -0.710
C -1.895786 -4.187003 1.239085 1.897 1.301 0.202 -0.247
C 4.448741 -0.792994 -0.964511 0.997 -0.700 0.087 -1.337
C 3.342288 -1.857416 -0.594716 -0.139 -1.104 -1.693 1.545
C 2.928877 -2.615602 -1.959615 0.060 -0.894 0.917 -1.339
N 1.581646 -2.186072 -2.440792 0.825 -0.662 -0.953 0.050
C 1.627504 -1.557419 -3.789787 -0.824 1.251 0.580 -0.583
C 0.468425 -0.474421 -3.846003 -2.198 0.912 0.151 0.767
C -0.748700 -0.683064 -3.016696 -0.056 2.529 -1.647 -0.523
C -1.817210 0.344119 -3.053674 1.399 0.185 -0.948 -0.176
C -1.739430 1.583458 -3.859168 2.071 -2.154 -0.040 -0.580
C -0.537619 1.793899 -4.699334 -0.903 -2.164 1.990 -0.582
C 0.518407 0.755966 -4.666677 -1.119 -0.034 1.015 0.086
O 1.652390 0.954986 -5.481426 -0.385 0.084 0.673 -0.604
H 5.262803 -3.384822 2.599444 0.514 1.649 -0.689 0.342
H 5.679997 0.951774 2.530416 -0.994 -0.545 -0.463 0.143
H 3.937786 0.615426 2.874413 0.771 -0.686 -0.653 0.327
H 4.077813 1.981678 -1.609769 0.004 0.324 0.092 -0.040
H 6.157216 1.438028 -0.296523 0.139 0.648 -0.457 -0.015
H 4.411251 2.874512 0.821443 0.325 0.439 0.163 0.127
H 1.560480 0.569559 -0.410941 0.716 0.463 0.818 -0.047
H 1.905787 0.834944 1.367935 0.366 0.359 -1.085 -0.143
H 2.294320 3.485275 0.194175 -0.878 -0.841 -0.124 0.237
H 1.012354 2.734293 -0.868300 0.410 0.165 1.226 0.290
H 0.041349 4.117869 1.139183 0.217 -1.001 0.099 0.362
H 0.913741 2.991363 2.290657 -0.445 0.252 -1.018 0.257
H -0.641581 1.348313 2.157605 -0.278 0.271 -1.046 -0.027
H -0.708909 1.345788 0.290478 0.274 0.630 1.201 -0.186
H -2.268375 3.489302 2.020187 0.119 -1.018 -0.869 0.391
H -2.501892 3.049440 0.246901 0.514 -0.244 0.983 0.255
H -2.946085 1.033392 2.607385 -0.512 0.604 -0.963 -0.071
H -4.298960 1.949119 1.725066 1.054 -0.627 -0.013 0.344
H -3.518427 0.917544 -0.470985 0.318 -0.603 0.996 0.309
H -2.269131 -0.095670 0.357177 -1.153 0.390 0.260 -0.222
H -4.614687 -1.264631 -0.251084 0.256 0.478 0.939 -0.014
H -5.403623 -0.272617 1.040424 1.154 -0.309 -0.327 0.388
H -3.711172 -2.285928 4.558997 -0.467 0.725 -0.942 0.325
H -3.511530 -0.578206 3.975840 -0.626 -1.097 -0.163 0.309
H -5.173065 -1.276919 4.098569 1.086 -0.362 -0.430 0.287
H -6.144154 -3.237815 1.873833 1.056 -0.719 -0.285 0.277
H -5.016890 -3.875656 0.543374 -0.203 0.342 1.026 0.225
H -4.780541 -4.477374 2.248764 -0.629 0.915 -0.532 0.292
H -1.027627 -0.864004 2.251668 0.143 -1.401 -0.446 0.127
H 1.295445 -1.770391 1.779342 -0.904 -0.750 -0.161 0.338
H 1.687313 -4.235292 0.907824 -1.044 0.666 0.340 0.365
H -0.351527 -5.762648 0.615543 -0.432 1.180 0.397 0.305
H -2.765726 -4.878073 1.091762 0.975 0.772 0.127 0.186
H 5.461441 -1.261910 -0.720508 -1.068 0.564 -0.296 0.442
H 4.489133 -0.609295 -2.088915 -0.210 -0.221 1.266 0.428
H 2.376776 -1.468120 -0.180122 0.960 -0.092 -0.384 -0.827
H 3.685348 -2.688650 0.091585 0.025 1.309 -0.494 0.134
H 3.737835 -2.513261 -2.750680 -0.953 0.084 0.906 0.409
H 2.862484 -3.737267 -1.756348 0.112 1.236 -0.129 0.428
H 1.047822 -3.051978 -2.551733 0.031 0.528 0.194 0.253
H 1.504440 -2.362475 -4.570070 0.270 1.168 0.306 0.280
H 2.592289 -0.988670 -3.882882 -0.841 -0.812 -0.178 0.268
H -0.886112 -1.585470 -2.358389 0.349 1.176 -0.839 0.224
H -2.736096 0.174287 -2.439696 0.977 0.151 -0.594 0.287
H -2.592816 2.313666 -3.818954 1.135 -0.805 -0.136 0.351
H -0.470014 2.731296 -5.301831 0.298 -1.132 0.493 0.351
H 2.366798 1.365486 -4.957545 -0.500 -0.255 -0.154 0.325
C -9.006136 -2.849221 -3.997481 -0.260 0.081 -0.109 -1.433
C -8.587677 -3.033764 -2.541316 0.297 -0.082 -0.286 0.285
C -7.377008 -2.173897 -2.131123 0.073 -0.137 0.229 -0.632
O -6.124186 -2.655558 -2.608703 -0.374 0.352 0.045 -0.303
C -5.846818 -2.326606 -3.959780 0.314 -0.280 0.067 -0.787
N -8.346413 -4.460286 -2.292696 0.124 0.103 0.201 -0.754
H -8.353231 -3.378530 -4.692595 0.041 0.024 0.105 0.285
H -10.014947 -3.240312 -4.152518 0.094 -0.016 0.054 0.361
H -9.014313 -1.791363 -4.273646 0.026 -0.045 0.003 0.338
H -9.433579 -2.718254 -1.921255 0.103 0.005 0.077 0.426
H -7.301918 -2.197503 -1.039523 0.092 -0.076 -0.038 0.284
H -7.517336 -1.121253 -2.408014 -0.004 -0.025 -0.162 0.455
H -6.239449 -1.343727 -4.233722 -0.080 -0.025 0.008 0.349
H -6.243457 -3.096012 -4.625322 -0.078 0.145 -0.157 0.235
H -4.762706 -2.314044 -4.086338 -0.044 0.045 0.110 0.267
H -8.173757 -4.593617 -1.298459 -0.109 -0.042 -0.049 0.279
H -7.454073 -4.696461 -2.725711 -0.143 -0.003 -0.033 0.342
C 6.756860 6.316903 4.029134 -0.167 0.237 0.112 -1.427
C 6.776372 5.810291 2.588947 0.281 -0.234 0.308 0.294
C 6.664290 4.278872 2.468620 -0.020 0.091 -0.421 -0.377
O 7.859937 3.574467 2.789343 -0.248 0.086 0.256 -0.424
C 8.089096 3.403671 4.174714 0.304 -0.076 -0.279 -0.728
N 7.982823 6.317836 1.922455 0.011 -0.079 -0.144 -0.757
H 7.711654 6.174559 4.537845 -0.013 -0.068 -0.085 0.288
H 6.545653 7.389662 4.049497 0.051 -0.067 -0.041 0.358
H 5.980111 5.814704 4.612072 0.046 -0.006 -0.028 0.330
H 5.903543 6.238646 2.085782 0.038 -0.126 -0.072 0.415
H 6.455485 4.039075 1.422383 0.048 -0.093 0.123 0.173
H 5.819219 3.889237 3.048913 0.041 0.020 0.068 0.349
H 7.158886 3.258819 4.731318 -0.031 0.080 -0.002 0.306
H 8.645294 4.254960 4.574940 -0.105 0.021 0.228 0.268
H 8.712092 2.516254 4.305320 -0.072 -0.010 -0.080 0.263
H 7.938213 6.069453 0.936555 -0.046 0.086 0.048 0.296
H 8.771979 5.775231 2.272095 -0.092 0.087 0.016 0.321
```
Positions in Å, forces in eV/Å.

Values from the calculation:
**HOMO level**: -4.83 eV
**HOMO-LUMO gap**: 6.90 eV
**Total charge**: -1

Record 2
This record from OMol25 describes a cluster of 8 separate species, C37H69N4O22 in total in a non-equilibrium geometry. The level of theory is ωB97M-V/def2-TZVPD.

The geometry in XYZ format:
```
132
Properties=species:S:1:pos:R:3:forces:R:3:mulliken_charge:R:1
C 12.334000 6.258068 -3.894912 -0.339 0.356 -0.192 -1.207
C 11.763224 7.428345 -3.132292 0.180 0.281 2.190 0.659
O 11.687136 7.413676 -1.923530 -0.165 0.092 -1.747 -0.482
N 11.221307 8.625742 -3.842014 0.582 -1.162 -0.524 -0.016
C 12.048438 9.049542 -4.999906 -0.191 0.625 0.132 -0.988
C 9.890505 8.341789 -4.210818 0.459 0.197 0.118 0.148
C 9.503531 7.408416 -5.135001 0.039 0.192 0.134 0.022
C 8.149319 7.264887 -5.313333 0.318 -0.589 -0.541 -0.494
N 7.283199 7.987447 -4.640596 -1.192 0.659 -0.051 0.779
C 5.825599 7.749225 -4.833029 0.427 -0.874 -0.355 -1.304
C 5.469730 6.512274 -4.004140 -0.181 0.468 0.761 0.238
N 5.579440 6.537146 -2.746195 0.031 0.190 -0.322 -0.415
N 7.597376 8.929758 -3.766951 0.182 -0.589 -0.406 -0.925
C 8.885077 9.071471 -3.587563 -0.058 0.832 0.937 -0.212
H 12.820772 6.520019 -4.824321 0.145 0.026 -0.119 0.395
H 11.498967 5.605242 -4.132193 -0.191 -0.196 -0.066 0.326
H 12.988232 5.692724 -3.251565 0.252 -0.011 0.186 0.348
H 11.553445 8.902632 -5.953279 -0.048 -0.326 -0.229 0.383
H 13.021686 8.582536 -5.009139 0.131 -0.210 0.088 0.406
H 12.213195 10.115930 -4.915775 0.066 0.250 0.087 0.305
H 10.208879 6.816401 -5.683115 0.098 -0.208 -0.253 0.638
H 7.773542 6.545410 -6.015749 -0.383 -0.152 -0.107 0.438
H 5.676202 7.623076 -5.897983 -0.126 -0.116 -0.175 0.407
H 5.277672 8.618171 -4.511877 0.015 0.321 0.265 0.326
H 5.107250 5.596260 -4.453698 0.005 -0.025 -0.446 0.520
H 5.891519 7.465186 -2.447361 0.018 -0.067 0.351 0.249
H 9.186437 9.825982 -2.883784 -0.027 0.215 0.231 0.513
C 5.571210 0.448588 1.121720 -0.134 0.228 0.068 -1.002
C 5.644596 0.218130 -0.371325 0.277 -0.266 0.296 -0.163
O 4.575838 0.886769 -1.061515 -0.025 -0.092 -0.083 -0.375
C 4.742615 2.189119 -1.258123 -0.060 -0.106 -0.005 0.712
O 5.704493 2.842287 -0.946217 0.113 0.083 -0.010 -0.592
O 3.657584 2.653922 -1.878200 -0.087 0.042 -0.070 -0.362
C 3.666998 4.065795 -2.093579 -0.321 0.031 -0.099 -0.455
H 4.586870 0.171668 1.500853 0.032 -0.130 0.004 0.207
H 6.324859 -0.146128 1.637205 -0.022 -0.059 -0.024 0.329
H 5.731743 1.497877 1.367803 0.083 0.002 -0.059 0.356
H 5.518047 -0.839954 -0.592737 -0.168 0.036 -0.110 0.256
H 6.606668 0.526951 -0.779178 -0.062 0.162 -0.032 0.347
H 4.577400 4.377043 -2.587843 0.196 -0.044 0.143 0.101
H 3.555770 4.592347 -1.147830 0.136 0.047 -0.004 0.300
H 2.812911 4.294304 -2.727864 -0.080 -0.154 0.074 0.272
C 3.176546 -5.249687 3.476492 0.273 -0.075 0.086 -1.313
C 3.367707 -4.246865 2.359773 -0.474 -0.212 0.077 0.170
O 4.628008 -3.564476 2.471088 -0.053 0.145 -0.062 -0.347
C 5.689854 -4.239499 2.040850 -0.086 0.125 0.027 0.753
O 5.691572 -5.339160 1.558021 0.027 -0.129 -0.048 -0.556
O 6.763021 -3.467242 2.225368 0.125 0.085 -0.023 -0.313
C 8.000579 -4.080060 1.858021 0.211 0.009 -0.026 -0.690
H 3.309871 -4.768472 4.445985 -0.111 0.051 -0.008 0.327
H 2.177707 -5.682175 3.430594 -0.023 0.040 -0.015 0.377
H 3.905588 -6.056342 3.406953 -0.034 -0.025 -0.078 0.339
H 2.605802 -3.472823 2.423432 0.129 0.129 0.039 0.022
H 3.278484 -4.717094 1.380665 0.181 -0.032 -0.008 0.387
H 7.958743 -4.470846 0.843853 -0.070 -0.085 0.028 0.322
H 8.248676 -4.876143 2.557816 -0.042 -0.077 -0.066 0.300
H 8.760543 -3.305714 1.913370 -0.095 0.086 0.068 0.226
C -2.824560 6.131378 -2.153650 0.136 0.240 0.061 -1.095
C -2.066629 5.610305 -3.355113 -0.344 -0.309 0.218 -0.144
O -1.323426 6.657500 -4.005171 0.015 0.004 -0.108 -0.379
C -0.179638 6.989139 -3.427441 -0.145 -0.074 -0.102 0.801
O 0.304070 6.488716 -2.446717 0.124 -0.044 0.105 -0.563
O 0.372490 7.981717 -4.136880 0.081 0.059 -0.080 -0.353
C 1.582796 8.476238 -3.578023 0.223 0.175 -0.035 -0.409
H -3.452289 6.976701 -2.437206 -0.078 -0.074 -0.049 0.297
H -3.455275 5.348177 -1.734953 -0.006 -0.022 -0.032 0.362
H -2.141103 6.474113 -1.377620 0.031 -0.087 0.011 0.307
H -2.761062 5.238181 -4.105102 0.074 0.143 -0.145 0.287
H -1.400577 4.791485 -3.085879 0.128 0.108 0.032 0.291
H 2.285960 7.664600 -3.390180 -0.067 -0.026 0.148 0.053
H 1.378750 9.022404 -2.658340 0.066 -0.115 0.087 0.327
H 2.015320 9.162337 -4.303219 -0.188 0.005 -0.113 0.230
C -3.601188 -2.740737 1.063984 0.190 -0.006 -0.227 -1.098
C -2.900958 -2.113201 2.249116 -0.560 -0.055 -0.018 -0.025
O -1.493197 -2.402673 2.238358 0.034 0.023 0.146 -0.397
C -0.763671 -1.663445 1.411429 -0.044 -0.099 0.093 0.733
O -1.159864 -0.774640 0.705459 -0.010 0.114 -0.099 -0.581
O 0.503934 -2.074642 1.502805 0.140 -0.012 0.027 -0.227
C 1.405657 -1.406601 0.620770 0.249 0.058 -0.136 -0.483
H -3.390981 -3.809617 1.018294 -0.079 -0.022 0.090 0.296
H -4.678755 -2.596366 1.136520 -0.003 -0.007 0.052 0.390
H -3.258200 -2.302306 0.127563 -0.048 0.057 0.006 0.279
H -3.287550 -2.539246 3.173364 0.228 -0.070 0.066 0.173
H -3.065571 -1.036592 2.287851 0.165 0.033 -0.095 0.306
H 1.338601 -0.325892 0.723675 -0.124 0.003 -0.029 0.336
H 1.209734 -1.697757 -0.410212 -0.067 0.092 -0.017 0.325
H 2.408301 -1.725902 0.893714 -0.051 -0.097 0.093 -0.038
C -7.150574 -4.554387 -3.210816 0.033 0.245 0.079 -1.066
C -5.992269 -4.856426 -4.137330 -0.256 -0.358 0.136 -0.172
O -5.425633 -3.655138 -4.681691 0.054 -0.031 -0.114 -0.370
C -4.606690 -2.993485 -3.869988 -0.118 0.061 -0.084 0.797
O -4.293796 -3.315486 -2.754921 0.070 -0.070 0.173 -0.556
O -4.191460 -1.896279 -4.503550 0.066 0.061 -0.055 -0.343
C -3.350080 -1.051837 -3.715578 0.132 0.173 0.012 -0.610
H -7.890814 -3.933958 -3.717269 -0.037 -0.091 -0.059 0.293
H -7.627626 -5.478482 -2.885338 0.005 -0.020 -0.031 0.354
H -6.813794 -4.011422 -2.328423 0.052 -0.069 0.021 0.284
H -6.337519 -5.430721 -4.994689 0.062 0.144 -0.126 0.300
H -5.220774 -5.440666 -3.637077 0.070 0.132 0.054 0.305
H -2.515805 -1.609682 -3.296553 -0.060 -0.048 0.072 0.296
H -3.926013 -0.584436 -2.918339 0.033 -0.078 0.074 0.282
H -2.969261 -0.282762 -4.381493 -0.092 -0.047 -0.107 0.202
C -8.684651 -5.359185 6.368090 0.020 0.261 0.117 -0.987
C -7.505286 -5.633206 5.461412 -0.265 -0.388 0.140 -0.194
O -6.957955 -4.418965 4.921389 0.037 -0.018 -0.114 -0.360
C -6.166938 -3.736032 5.741790 -0.056 -0.049 -0.106 0.789
O -5.855069 -4.048801 6.859127 0.049 -0.003 0.139 -0.556
O -5.764000 -2.634086 5.103160 0.068 0.101 -0.074 -0.335
C -4.944630 -1.768661 5.889352 0.184 0.200 0.040 -0.712
H -9.432488 -4.758780 5.849201 -0.045 -0.110 -0.067 0.287
H -9.144995 -6.293843 6.686762 -0.018 -0.019 -0.063 0.271
H -8.376985 -4.805375 7.254740 0.070 -0.067 0.017 0.330
H -7.823836 -6.218584 4.601215 0.055 0.154 -0.131 0.269
H -6.727558 -6.197837 5.974525 0.076 0.145 0.054 0.322
H -4.102564 -2.306864 6.319155 -0.073 -0.071 0.075 0.331
H -5.531423 -1.300605 6.678050 0.014 -0.089 0.067 0.349
H -4.566584 -0.997753 5.223148 -0.117 -0.050 -0.127 0.206
C -11.997124 -10.183162 7.295787 -0.128 0.215 0.033 -1.082
C -11.877848 -10.382449 5.799869 0.255 -0.258 0.264 -0.161
O -12.913292 -9.686488 5.091268 -0.007 -0.073 -0.105 -0.356
C -12.718864 -8.380619 4.933701 -0.135 -0.078 0.053 0.801
O -11.763687 -7.753022 5.309282 0.161 0.099 0.018 -0.552
O -13.773021 -7.880895 4.291236 -0.032 0.029 -0.071 -0.343
C -13.732925 -6.464681 4.107326 -0.089 0.190 -0.092 -0.615
H -12.995827 -10.457167 7.637314 0.026 -0.110 -0.009 0.300
H -11.264183 -10.795705 7.820422 0.000 -0.030 -0.023 0.357
H -11.831424 -9.140804 7.565719 0.078 -0.005 -0.034 0.288
H -12.008890 -11.433383 5.550000 -0.157 0.042 -0.115 0.291
H -10.899976 -10.074562 5.431036 -0.049 0.147 -0.018 0.285
H -12.801134 -6.156918 3.638414 0.057 -0.023 0.082 0.281
H -13.858293 -5.957770 5.062823 0.104 0.007 0.012 0.287
H -14.563584 -6.211456 3.455262 -0.051 -0.138 0.012 0.217
```
Positions in Å, forces in eV/Å.

Values from the calculation:
**HOMO level**: -11.53 eV
**HOMO-LUMO gap**: 6.44 eV
**Total charge**: +1

Record-wise LUMO values, in eV: 2.070; -5.093